# C90H211N13O22

13 unconnected molecules or ions with the total composition C90H211N13O22 (wB97M-V/def2-TZVPD, the Open Molecules 2025 dataset).

Bonds (Å) are listed after each position.
Element x y z (Å)
1 O 0.5511 1.5196 -3.3881  C100 1.380, C105 1.393
2 O -0.2879 -1.6826 5.6944  C65 1.399, C71 1.425
3 O -0.0758 8.2523 5.7595  C67 1.415, C69 1.419
4 O 5.9036 7.0757 3.5205  N27 1.553, H161 0.966
5 O -3.7786 -6.9556 -5.0597  C98 1.408, C124 1.386
6 O -0.2989 -3.1002 -5.8480  C40 1.411, C121 1.399
7 O -6.0861 -1.7241 -5.8074  C41 1.395, C109 1.367
8 O 1.9622 -7.4635 -2.6644  C57 1.428, C62 1.427
9 O -2.6046 5.8680 -0.9127  N28 1.506, H210 0.966
10 O 5.3584 -3.4663 1.1773  C85 1.401, C125 1.388
11 O 6.1004 -0.5635 -4.3521  N34 1.478, H165 0.986
12 O 4.6537 1.2623 5.3701  C56 1.394, C68 1.353
13 O 0.9970 0.8699 2.8422  C63 1.378, C75 1.397
14 O -5.7923 0.3748 2.6780  N35 1.478, H251 0.979
15 O -1.8072 -10.3630 -5.0281  C61 1.426, C64 1.415
16 O -2.1198 4.0028 3.5027  C90 1.367, C123 1.380
17 O 5.6700 2.1752 -0.5840  C55 1.407, C101 1.426
18 O -4.1914 -4.2468 0.8606  C83 1.386, C104 1.416
19 O -0.7166 -2.2541 -1.6948  C86 1.419, C97 1.410
20 O -3.4270 0.1175 -2.3036  C108 1.370, C116 1.362
21 O -0.0571 -6.2364 1.1316  C70 1.444, C118 1.430
22 O -7.4013 4.1113 -0.2675  C73 1.396, C94 1.417
23 N 0.9520 -3.2260 2.4867  C50 1.466, C96 1.492, H335 1.007
24 N 5.1504 -1.6263 3.2778  C49 1.426, C82 1.426, H166 1.023
25 N 1.6831 -0.4339 0.3546  C59 1.442, C91 1.420, H244 1.012
26 N 0.0575 -8.0946 -4.7371  C58 1.449, C110 1.460, H150 1.019
27 N 4.5424 6.4542 3.1051  O4 1.553, C37 1.479, C78 1.433
28 N -1.1993 6.2074 -1.3335  O9 1.506, C43 1.464, C114 1.457
29 N -2.8217 -2.8422 -6.7176  C84 1.430, C99 1.453, H224 1.027
30 N -1.9091 6.1823 5.7191  C72 1.416, C95 1.467, H190 1.019
31 N 4.2004 1.4955 -3.1063  C36 1.456, C46 1.447, H294 1.028
32 N -3.7626 -5.2805 -1.8614  C54 1.467, C102 1.478, H139 1.033
33 N -5.2357 2.2371 0.0881  C66 1.477, C112 1.498, H256 1.029
34 N 5.3118 -1.7762 -4.6538  O11 1.478, C76 1.424, C117 1.473
35 N -5.5300 0.9414 4.0180  O14 1.478, C38 1.484, C107 1.500
36 C 5.1796 2.5592 -2.9346  N31 1.456, C101 1.513, H211 1.099, H298 1.095
37 C 4.8176 5.0013 3.0795  N27 1.479, C47 1.509, C77 1.540, C92 1.575
38 C -6.8018 1.5793 4.4394  N35 1.484, C81 1.525, C89 1.567, C119 1.536
39 C -5.8460 -1.4238 4.8785  C107 1.501, H163 1.076, H281 1.099, H333 1.096
40 C -0.7824 -3.7666 -6.9940  O6 1.411, C84 1.441, H194 1.108, H199 1.114
41 C -4.8050 -1.5789 -6.3410  O7 1.395, C99 1.506, H271 1.102, H330 1.102
42 C -3.6447 -0.6195 4.2868  C107 1.555, H179 1.089, H286 1.088, H319 1.097
43 C -0.6807 4.9677 -1.9147  N28 1.464, C74 1.533, C80 1.513, C115 1.544
44 C 0.8751 7.1163 -0.6319  C51 1.516, C114 1.550, H245 1.101, H276 1.090
45 C 2.2309 6.3356 3.7998  C48 1.531, C78 1.537, H255 1.091, H311 1.098
46 C 2.8510 2.0162 -3.1300  N31 1.447, C100 1.526, H162 1.099, H186 1.098
47 C 5.5067 4.4681 4.3110  C37 1.509, H222 1.088, H257 1.099, H329 1.085
48 C 2.3641 4.8118 3.8570  C45 1.531, C92 1.561, H249 1.084, H288 1.087
49 C 4.4476 -1.5284 2.0405  N24 1.426, C125 1.494, H127 1.101, H266 1.103
50 C 1.0377 -2.4431 3.7227  N23 1.466, C71 1.551, H239 1.098, H243 1.089
51 C 1.6304 5.8888 -1.1010  C44 1.516, C115 1.568, H261 1.091, H293 1.099
52 C 3.4951 8.5412 3.6345  C78 1.570, H168 1.080, H272 1.096, H314 1.087
53 C 4.9777 -1.9186 -2.2967  C76 1.549, H155 1.097, H201 1.105, H250 1.096
54 C -3.5093 -6.4363 -2.7284  N32 1.467, C124 1.514, H164 1.101, H259 1.085
55 C 7.0149 1.8017 -0.7577  O17 1.407, H174 1.099, H324 1.118, H334 1.120
56 C 3.6924 1.7323 6.2631  O12 1.394, H187 1.108, H236 1.109, H285 1.099
57 C 1.6460 -6.6091 -3.7645  O8 1.428, C58 1.498, H178 1.095, H279 1.114
58 C 0.1938 -6.8155 -4.0701  N26 1.449, C57 1.498, H181 1.094, H204 1.106
59 C 1.9106 0.9637 0.6293  N25 1.442, C75 1.535, H141 1.103, H153 1.091
60 C -4.8489 0.4375 6.3270  C79 1.532, C107 1.582, H232 1.103, H235 1.099
61 C -0.4650 -10.3909 -4.5472  O15 1.426, C110 1.494, H146 1.101, H297 1.092
62 C 3.2352 -7.1847 -2.0829  O8 1.427, H135 1.105, H283 1.100, H300 1.093
63 C 0.1265 1.3304 3.8067  O13 1.378, H128 1.088, H142 1.103, H176 1.108
64 C -2.2687 -11.6112 -5.5085  O15 1.415, H140 1.110, H198 1.106, H280 1.107
65 C 0.7830 -1.7750 6.5898  O2 1.399, H269 1.111, H323 1.090, H325 1.103
66 C -4.1243 1.3859 -0.3833  N33 1.477, C116 1.511, H195 1.093, H309 1.079
67 C -0.8506 7.9487 6.9043  O3 1.415, C72 1.499, H147 1.103, H247 1.110
68 C 4.2576 0.2301 4.5902  O12 1.353, C82 1.500, H132 1.108, H182 1.107
69 C -0.0388 9.6484 5.5105  O3 1.419, H304 1.093, H321 1.075, H336 1.094
70 C 0.1987 -7.1087 0.0101  O21 1.444, H213 1.098, H252 1.092, H275 1.118
71 C -0.1995 -2.6356 4.6387  O2 1.425, C50 1.551, H214 1.097, H291 1.107
72 C -1.1237 6.4757 6.8606  N30 1.416, C67 1.499, H203 1.108, H231 1.114
73 C -6.1404 4.5421 0.1487  O22 1.396, C112 1.499, H151 1.116, H220 1.102
74 C -1.4938 4.6911 -3.1843  C43 1.533, H148 1.084, H226 1.096, H274 1.084
75 C 0.9621 1.6030 1.6530  O13 1.397, C59 1.535, H246 1.112, H284 1.118
76 C 5.4969 -2.6612 -3.5536  N34 1.424, C53 1.549, C103 1.522, C113 1.572
77 C 5.7352 4.7357 1.8710  C37 1.540, H172 1.111, H248 1.095, H299 1.095
78 C 3.5900 7.0205 4.0138  N27 1.433, C45 1.537, C52 1.570, C88 1.527
79 C -6.2026 0.9716 6.8047  C60 1.532, C89 1.548, H171 1.102, H217 1.091
80 C -0.8111 3.7925 -0.9700  C43 1.513, H177 1.093, H262 1.086, H302 1.093
81 C -7.9742 0.6124 4.3175  C38 1.525, H133 1.075, H202 1.099, H241 1.088
82 C 5.3806 -0.3003 3.7496  N24 1.426, C68 1.500, H143 1.093, H296 1.112
83 C -4.3177 -3.1607 1.7123  O18 1.386, H126 1.109, H188 1.100, H209 1.094
84 C -2.1517 -4.1054 -6.6989  N29 1.430, C40 1.441, H225 1.099, H265 1.105
85 C 5.2389 -4.7739 0.6888  O10 1.401, H130 1.111, H253 1.092, H331 1.102
86 C -0.5129 -3.3077 -2.6229  O19 1.419, H196 1.098, H238 1.091, H322 1.110
87 C 4.9335 -1.1953 -6.9519  C117 1.508, H173 1.087, H183 1.100, H305 1.101
88 C 3.9956 6.9207 5.4828  C78 1.527, H185 1.083, H229 1.088, H313 1.088
89 C -6.5880 2.1529 5.8814  C38 1.567, C79 1.548, H175 1.078, H273 1.105
90 C -2.8146 3.4324 2.4728  O16 1.367, H184 1.108, H254 1.095, H270 1.088
91 C 0.4309 -0.6623 -0.2759  N25 1.420, C97 1.513, H167 1.106, H219 1.116
92 C 3.4197 4.3248 2.8154  C37 1.575, C48 1.561, H152 1.110, H154 1.100
93 C 5.2764 -4.5884 -5.0928  C103 1.530, C120 1.552, H159 1.080, H316 1.082
94 C -8.4181 4.8841 0.3457  O22 1.417, H160 1.093, H278 1.115, H320 1.106
95 C -2.3771 4.7941 5.7899  N30 1.467, C123 1.530, H237 1.117, H303 1.090
96 C 0.8982 -4.6987 2.7228  N23 1.492, C118 1.533, H308 1.065, H328 1.098
97 C 0.4567 -2.0164 -0.9495  O19 1.410, C91 1.513, H264 1.109, H290 1.106
98 C -4.2851 -8.2691 -5.0768  O5 1.408, H170 1.107, H180 1.099, H307 1.109
99 C -4.2429 -2.9718 -6.4449  N29 1.453, C41 1.506, H218 1.107, H242 1.108
100 C 1.8085 0.9566 -3.4740  O1 1.380, C46 1.526, H134 1.103, H318 1.104
101 C 5.2565 3.1469 -1.5421  O17 1.426, C36 1.513, H189 1.101, H301 1.092
102 C -2.9342 -5.4702 -0.6527  N32 1.478, C104 1.467, H200 1.091, H295 1.109
103 C 4.7784 -3.9840 -3.7784  C76 1.522, C93 1.530, H260 1.103, H287 1.096
104 C -2.9305 -4.2896 0.2181  O18 1.416, C102 1.467, H207 1.092, H234 1.100
105 C -0.4836 0.6733 -3.7784  O1 1.393, H206 1.111, H227 1.089, H327 1.107
106 C -0.6081 6.0598 1.0909  C114 1.508, H157 1.087, H282 1.079, H326 1.098
107 C -5.0128 -0.1747 4.8771  N35 1.500, C39 1.501, C42 1.555, C60 1.582
108 C -3.9738 -1.1012 -1.9979  O20 1.370, H138 1.097, H191 1.078, H292 1.106
109 C -6.5831 -0.4967 -5.4689  O7 1.367, H129 1.104, H197 1.087, H317 1.110
110 C -0.2356 -9.1409 -3.7613  N26 1.460, C61 1.494, H149 1.109, H193 1.100
111 C 7.0742 -2.3007 -6.3682  C117 1.537, H212 1.089, H221 1.085, H258 1.096
112 C -5.0648 3.6467 -0.3896  N33 1.498, C73 1.499, H131 1.100, H267 1.097
113 C 7.0219 -2.9785 -3.3445  C76 1.572, H136 1.075, H233 1.091, H332 1.081
114 C -0.5873 6.8630 -0.1847  N28 1.457, C44 1.550, C106 1.508, C122 1.516
115 C 0.7755 5.3211 -2.2863  C43 1.544, C51 1.568, H289 1.101, H315 1.084
116 C -4.2131 1.1422 -1.8723  O20 1.362, C66 1.511, H137 1.092, H205 1.096
117 C 5.5765 -2.2062 -6.0370  N34 1.473, C87 1.508, C111 1.537, C120 1.573
118 C 1.1113 -5.4597 1.4098  O21 1.430, C96 1.533, H228 1.106, H306 1.105
119 C -6.9858 2.7046 3.4108  C38 1.536, H169 1.086, H192 1.091, H310 1.091
120 C 4.8745 -3.6020 -6.2223  C93 1.552, C117 1.573, H156 1.102, H277 1.100
121 C 0.9657 -2.5198 -5.9978  O6 1.399, H208 1.104, H216 1.100, H223 1.102
122 C -1.3306 8.1677 0.0256  C114 1.516, H145 1.097, H230 1.081, H240 1.088
123 C -3.0306 4.3616 4.4760  O16 1.380, C95 1.530, H144 1.111, H268 1.108
124 C -4.2861 -6.2091 -4.0076  O5 1.386, C54 1.514, H215 1.102, H312 1.097
125 C 4.1391 -2.8865 1.5009  O10 1.388, C49 1.494, H158 1.097, H263 1.117
126 H -3.5548 -3.2230 2.5141  C83 1.109
127 H 4.9764 -0.9163 1.2941  C49 1.101
128 H 0.2337 0.6805 4.6720  C63 1.088
129 H -6.7451 0.1458 -6.3517  C109 1.104
130 H 4.7538 -4.8286 -0.3095  C85 1.111
131 H -5.1764 3.6068 -1.4836  C112 1.100
132 H 3.4205 0.5149 3.9217  C68 1.108
133 H -7.9551 -0.1470 5.0780  C81 1.075
134 H 1.9429 0.4840 -4.4618  C100 1.103
135 H 4.0551 -7.3825 -2.7970  C62 1.105
136 H 7.4616 -3.6244 -4.0823  C113 1.075
137 H -5.2725 0.8939 -1.9639  C116 1.092
138 H -4.9095 -1.2636 -2.5468  C108 1.097
139 H -4.7509 -5.2669 -1.5602  N32 1.033
140 H -1.6566 -12.0373 -6.3304  C64 1.110
141 H 1.8949 1.5363 -0.3132  C59 1.103
142 H -0.9180 1.2818 3.4568  C63 1.103
143 H 6.2624 -0.3273 4.3948  C82 1.093
144 H -3.6764 3.5081 4.7729  C123 1.111
145 H -0.6923 8.7909 0.6642  C122 1.097
146 H 0.2126 -10.4679 -5.4115  C61 1.101
147 H -0.2976 8.1848 7.8284  C67 1.103
148 H -2.4877 4.3695 -2.8954  C74 1.084
149 H -1.1305 -8.9346 -3.1387  C110 1.109
150 H -0.7085 -8.0594 -5.4085  N26 1.019
151 H -6.0741 4.5828 1.2619  C73 1.116
152 H 3.0518 4.6479 1.8197  C92 1.110
153 H 2.9242 1.0189 1.0289  C59 1.091
154 H 3.4996 3.2276 2.7987  C92 1.100
155 H 3.9954 -1.4541 -2.4493  C53 1.097
156 H 5.0746 -4.0519 -7.2083  C120 1.102
157 H -0.1471 6.6134 1.9046  C106 1.087
158 H 3.6177 -3.5861 2.1652  C125 1.097
159 H 6.3502 -4.7014 -5.0608  C93 1.080
160 H -9.3998 4.6625 -0.0818  C94 1.093
161 H 6.2453 7.2222 2.6293  O4 0.966
162 H 2.7664 2.7828 -3.9126  C46 1.099
163 H -6.7508 -1.4467 5.4600  C39 1.076
164 H -3.8230 -7.4309 -2.3741  C54 1.101
165 H 5.3494 0.0534 -4.1856  O11 0.986
166 H 6.0634 -2.0120 3.0243  N24 1.023
167 H 0.2395 0.0949 -1.0592  C91 1.106
168 H 4.4101 9.0699 3.8584  C52 1.080
169 H -7.1546 2.3196 2.4090  C119 1.086
170 H -5.3872 -8.2827 -4.9755  C98 1.107
171 H -6.2405 1.2210 7.8777  C79 1.102
172 H 6.8163 4.8479 2.1013  C77 1.111
173 H 5.4272 -0.2271 -6.9753  C87 1.087
174 H 7.6201 2.7194 -0.7432  C55 1.099
175 H -7.4847 2.6348 6.2368  C89 1.078
176 H 0.3734 2.3696 4.1014  C63 1.108
177 H -1.7381 3.9312 -0.4076  C80 1.093
178 H 1.7914 -5.5703 -3.4516  C57 1.095
179 H -3.7775 -1.3244 3.4675  C42 1.089
180 H -3.9907 -8.6947 -6.0460  C98 1.099
181 H -0.3103 -6.0450 -4.6602  C58 1.094
182 H 3.8622 -0.6120 5.1898  C68 1.107
183 H 3.8552 -1.0781 -6.7699  C87 1.100
184 H -3.2776 2.4848 2.8125  C90 1.108
185 H 3.8620 5.9041 5.8311  C88 1.083
186 H 2.5647 2.5244 -2.1998  C46 1.098
187 H 2.8301 2.1574 5.7130  C56 1.108
188 H -4.1655 -2.1991 1.2010  C83 1.100
189 H 5.9868 3.9702 -1.5711  C101 1.101
190 H -1.3585 6.3483 4.8776  N30 1.019
191 H -3.2198 -1.8068 -2.3059  C108 1.078
192 H -6.0826 3.3160 3.3831  C119 1.091
193 H 0.5974 -9.3465 -3.0736  C110 1.100
194 H -0.6820 -3.1235 -7.8905  C40 1.108
195 H -4.2231 0.4725 0.2098  C66 1.093
196 H 0.3232 -3.1378 -3.3142  C86 1.098
197 H -7.5319 -0.6899 -4.9760  C109 1.087
198 H -2.3477 -12.3560 -4.6945  C64 1.106
199 H -0.1522 -4.6726 -7.1476  C40 1.114
200 H -1.9007 -5.6415 -0.9567  C102 1.091
201 H 5.7390 -1.1893 -1.9668  C53 1.105
202 H -7.9935 0.1542 3.3184  C81 1.099
203 H -1.6433 6.2601 7.8156  C72 1.108
204 H -0.2943 -6.7732 -3.0788  C58 1.106
205 H -4.0459 2.0852 -2.4045  C116 1.096
206 H -0.3645 0.3208 -4.8253  C105 1.111
207 H -2.8566 -3.3627 -0.3551  C104 1.092
208 H 1.1762 -1.9549 -5.0729  C121 1.104
209 H -5.3094 -3.1311 2.1726  C83 1.094
210 H -3.1036 6.3531 -1.5827  O9 0.966
211 H 6.1326 2.1603 -3.3084  C36 1.099
212 H 7.5197 -1.3627 -6.0396  C111 1.089
213 H -0.7242 -7.6397 -0.2576  C70 1.098
214 H -1.1118 -2.5391 4.0378  C71 1.097
215 H -4.1486 -5.1382 -4.2270  C124 1.102
216 H 1.7407 -3.2879 -6.1335  C121 1.100
217 H -6.9427 0.1824 6.6648  C79 1.091
218 H -4.3584 -3.5516 -5.5086  C99 1.107
219 H -0.4664 -0.7450 0.3830  C91 1.116
220 H -5.9357 5.5608 -0.2185  C73 1.102
221 H 7.5584 -3.0610 -5.7640  C111 1.085
222 H 5.8906 3.4651 4.1365  C47 1.088
223 H 1.0195 -1.8365 -6.8609  C121 1.102
224 H -2.3680 -2.2364 -6.0237  N29 1.027
225 H -2.5135 -4.8572 -7.4143  C84 1.099
226 H -1.6081 5.5165 -3.8956  C74 1.096
227 H -1.4591 1.1402 -3.6481  C105 1.089
228 H 2.0010 -6.0977 1.5638  C118 1.106
229 H 3.3155 7.5302 6.0734  C88 1.088
230 H -1.5200 8.6879 -0.9023  C122 1.081
231 H -0.1881 5.8729 6.9111  C72 1.114
232 H -4.0963 1.2434 6.3418  C60 1.103
233 H 7.2873 -3.4340 -2.3897  C113 1.091
234 H -2.1631 -4.2528 1.0058  C104 1.100
235 H -4.5208 -0.3124 7.0598  C60 1.099
236 H 3.3352 0.9476 6.9599  C56 1.109
237 H -1.4573 4.2272 6.0751  C95 1.117
238 H -1.4439 -3.3842 -3.1861  C86 1.091
239 H 1.1255 -1.3987 3.3956  C50 1.098
240 H -2.2767 7.9769 0.5273  C122 1.088
241 H -8.9061 1.1605 4.4357  C81 1.088
242 H -4.7489 -3.5598 -7.2353  C99 1.108
243 H 1.9497 -2.6731 4.2712  C50 1.089
244 H 1.7395 -1.0246 1.1744  N25 1.012
245 H 0.8612 7.8861 -1.4188  C44 1.101
246 H 1.3030 2.6379 1.8776  C75 1.112
247 H -1.8322 8.4666 6.8959  C67 1.110
248 H 5.5151 5.3838 1.0168  C77 1.095
249 H 1.4507 4.2756 3.6281  C48 1.084
250 H 4.9278 -2.7010 -1.5310  C53 1.096
251 H -5.3567 1.0837 2.1618  O14 0.979
252 H 0.9327 -7.8607 0.3086  C70 1.092
253 H 6.2629 -5.1461 0.6139  C85 1.092
254 H -3.5834 4.0819 2.0404  C90 1.095
255 H 1.4117 6.5299 4.4944  C45 1.091
256 H -6.1265 1.8493 -0.2511  N33 1.029
257 H 4.9306 4.4115 5.2448  C47 1.099
258 H 7.2929 -2.5141 -7.4211  C111 1.096
259 H -2.4395 -6.4798 -2.9067  C54 1.085
260 H 3.6988 -3.7680 -3.8498  C103 1.103
261 H 1.7193 5.2819 -0.1985  C51 1.091
262 H -0.0559 3.8016 -0.1900  C80 1.086
263 H 3.5019 -2.7335 0.5963  C125 1.117
264 H 1.3450 -2.0262 -1.6139  C97 1.109
265 H -2.2419 -4.5598 -5.6952  C84 1.105
266 H 3.4424 -1.0960 2.1807  C49 1.103
267 H -4.0844 4.0609 -0.1220  C112 1.097
268 H -3.6560 5.2053 4.1221  C123 1.108
269 H 1.7087 -1.4237 6.0855  C65 1.111
270 H -2.0658 3.2428 1.7071  C90 1.088
271 H -4.7443 -1.0944 -7.3288  C41 1.102
272 H 2.6351 8.9455 4.1815  C52 1.096
273 H -5.7780 2.9037 5.9188  C89 1.105
274 H -1.0134 3.8550 -3.6794  C74 1.084
275 H 0.5756 -6.5510 -0.8821  C70 1.118
276 H 1.4704 7.5274 0.1841  C44 1.090
277 H 3.7905 -3.4398 -6.1297  C120 1.100
278 H -8.1786 5.9652 0.2135  C94 1.115
279 H 2.2173 -6.8276 -4.6958  C57 1.114
280 H -3.2762 -11.4188 -5.9248  C64 1.107
281 H -6.0782 -1.6859 3.8364  C39 1.099
282 H -0.1364 5.0915 1.0276  C106 1.079
283 H 3.2733 -6.1385 -1.7441  C62 1.100
284 H -0.0688 1.6304 1.2206  C75 1.118
285 H 4.1800 2.5331 6.8365  C56 1.099
286 H -2.9026 -1.0674 4.9445  C42 1.088
287 H 4.9518 -4.6568 -2.9303  C103 1.096
288 H 2.7100 4.3743 4.7897  C48 1.087
289 H 0.7601 6.1319 -3.0307  C115 1.101
290 H 0.6345 -2.8781 -0.2787  C97 1.106
291 H -0.1408 -3.6609 5.0523  C71 1.107
292 H -4.1744 -1.2517 -0.9211  C108 1.106
293 H 2.6691 6.1135 -1.3828  C51 1.099
294 H 4.2459 0.8353 -2.3203  N31 1.028
295 H -3.2307 -6.3412 -0.0339  C102 1.109
296 H 5.6382 0.3783 2.9076  C82 1.112
297 H -0.3621 -11.3026 -3.9553  C61 1.092
298 H 4.9404 3.3424 -3.6621  C36 1.095
299 H 5.6357 3.7163 1.4833  C77 1.095
300 H 3.3482 -7.8537 -1.2261  C62 1.093
301 H 4.2973 3.5708 -1.2366  C101 1.092
302 H -0.8593 2.7753 -1.3674  C80 1.093
303 H -3.0280 4.6968 6.6584  C95 1.090
304 H 0.5768 9.7245 4.6111  C69 1.093
305 H 5.0182 -1.6147 -7.9664  C87 1.101
306 H 1.2855 -4.7343 0.5947  C118 1.105
307 H -3.8642 -8.9174 -4.2816  C98 1.109
308 H 0.0074 -4.8891 3.2748  C96 1.065
309 H -3.1613 1.8081 -0.1404  C66 1.079
310 H -7.8141 3.3712 3.6540  C119 1.091
311 H 1.8741 6.6210 2.8017  C45 1.098
312 H -5.3607 -6.3919 -3.8814  C124 1.097
313 H 5.0240 7.2197 5.6719  C88 1.088
314 H 3.2728 8.6418 2.5758  C52 1.087
315 H 1.2938 4.4626 -2.6970  C115 1.084
316 H 4.9019 -5.5835 -5.2940  C93 1.082
317 H -5.9112 0.0527 -4.7769  C109 1.110
318 H 1.8603 0.1313 -2.7432  C100 1.104
319 H -3.1836 0.2839 3.8689  C42 1.097
320 H -8.4675 4.7305 1.4398  C94 1.106
321 H 0.4657 10.1797 6.2974  C69 1.075
322 H -0.3220 -4.2731 -2.1088  C86 1.110
323 H 0.5556 -1.1087 7.4218  C65 1.090
324 H 7.1717 1.2832 -1.7360  C55 1.118
325 H 0.9636 -2.7959 6.9648  C65 1.103
326 H -1.6291 5.8343 1.4255  C106 1.098
327 H -0.4723 -0.2573 -3.1787  C105 1.107
328 H 1.7418 -4.9267 3.3879  C96 1.098
329 H 6.3650 5.1122 4.4741  C47 1.085
330 H -4.2476 -1.0130 -5.5775  C41 1.102
331 H 4.7001 -5.4241 1.3961  C85 1.102
332 H 7.5991 -2.0665 -3.4025  C113 1.081
333 H -5.2568 -2.2870 5.2075  C39 1.096
334 H 7.3646 1.1033 0.0445  C55 1.120
335 H 0.2135 -2.9072 1.8816  N23 1.007
336 H -1.0303 10.0603 5.2980  C69 1.094

Results
strongest force on any atom: 3.3 eV Å⁻¹
ΔE to the lowest compared entry with this formula, charge and spin: 0.0 kJ/mol
Kohn-Sham gap: 9.12 eV